Record 1
A molecular structure, C27H23N6O4Tl, computed with ωB97M-V/def2-TZVPD.

Results
Total energy: -1844.67596 Ha
Total charge: 0
HOMO: -5.898 eV
Energy above the lowest of the compared OMol25 structures with the same formula, charge and spin: 4.0 kcal/mol

Last column: natural (NBO) charge in e.
Element x y z (Å)
Tl 0.50200 -0.19505 0.66915  0.827
O 4.37187 -3.19046 2.52120  -0.684
C 3.30621 -2.38702 2.32949  0.760
O 3.00176 -1.95797 1.25542  -0.539
C 2.59385 -2.10313 3.62643  0.079
C 3.21118 -2.38481 4.84150  -0.190
C 2.53646 -2.06847 6.00557  -0.166
C 1.27591 -1.50454 5.91173  -0.219
C 0.73849 -1.27317 4.65014  0.064
N 1.39002 -1.55649 3.52769  -0.339
C -0.61894 -0.62426 4.46205  0.758
O -1.50505 -0.78456 5.46559  -0.657
O -0.90096 0.02297 3.50219  -0.516
H 4.78773 -3.31014 1.65435  0.507
H 4.19332 -2.83151 4.86004  0.246
H 2.98666 -2.25003 6.97193  0.230
H 0.74929 -1.22125 6.81411  0.221
H -1.19628 -1.42741 6.11333  0.483
C -1.74639 5.48353 1.26822  -0.622
C -1.47631 4.22386 0.48835  -0.060
C -0.57681 4.19357 -0.57729  -0.189
C -0.30383 3.02956 -1.26599  -0.263
C -0.92064 1.79517 -0.95486  0.146
N -0.57491 0.58263 -1.48220  -0.751
C -0.29101 0.44272 -2.80379  0.169
C -0.77213 1.33044 -3.79567  -0.269
C -0.48175 1.19582 -5.13691  -0.190
C 0.29537 0.14334 -5.61045  -0.090
C 0.60154 -0.02936 -7.07479  -0.617
C 0.73089 -0.77591 -4.67072  -0.212
C 0.45415 -0.65568 -3.31498  0.135
N 0.98099 -1.69917 -2.48234  -0.182
C 2.18961 -2.28817 -2.64805  -0.035
C 2.24177 -3.37812 -1.81535  -0.353
C 0.99431 -3.37276 -1.17137  -0.060
N 0.23415 -2.36657 -1.58179  -0.262
C -1.85294 1.85721 0.11051  0.123
C -2.09309 3.02994 0.81950  -0.222
N -2.63775 0.71610 0.47199  -0.179
C -3.94846 0.72902 0.79663  -0.028
C -4.29242 -0.54459 1.18154  -0.346
C -3.10314 -1.27659 1.04845  -0.034
N -2.11731 -0.51522 0.60406  -0.304
H -1.17343 6.31844 0.86503  0.212
H -2.80267 5.75884 1.23577  0.212
H -1.47141 5.36755 2.31875  0.213
H -0.06038 5.10507 -0.85976  0.204
H 0.42564 3.04227 -2.06522  0.223
H -1.40213 2.14925 -3.47435  0.213
H -0.88197 1.91962 -5.83917  0.201
H 0.39499 0.89032 -7.62264  0.210
H 1.65049 -0.28446 -7.23617  0.208
H -0.00097 -0.82242 -7.52514  0.210
H 1.27824 -1.64844 -5.01179  0.204
H 2.92199 -1.88214 -3.32353  0.223
H 3.06484 -4.05751 -1.67910  0.221
H 0.61199 -4.05682 -0.42893  0.203
H -2.78428 2.99551 1.65468  0.212
H -4.53455 1.62712 0.71069  0.224
H -5.26211 -0.89658 1.48598  0.228
H -2.93170 -2.32910 1.21029  0.208

Record 2
2 unconnected molecules or ions with the total composition C27H23NO4S2, computed with ωB97M-V/def2-TZVPD.

Results
Total energy: -2194.61682 Ha
Total charge: 0
HOMO: -6.700 eV
Energy above the lowest of the compared OMol25 structures with the same formula, charge and spin: 19.2 kcal/mol

Last column: natural (NBO) charge in e.
Element x y z (Å)
C 4.84054 0.55724 -3.98111  -0.204
C 3.88328 -0.33071 -4.49198  -0.223
C 2.59325 -0.31985 -3.96038  -0.221
C 2.26885 0.52243 -2.89510  -0.222
S 0.63577 0.41372 -2.13113  2.156
C -0.17368 1.53846 -3.07316  -1.260
S -1.77023 2.16451 -3.01958  2.213
C -1.88459 2.93576 -1.39990  -0.297
C -2.30061 2.16298 -0.32073  -0.200
C -2.27179 2.70025 0.96655  -0.239
C -1.82971 4.00561 1.15176  -0.163
C -1.42642 4.78904 0.07701  -0.237
C -1.46035 4.25452 -1.21108  -0.187
O -1.80441 3.26868 -3.94963  -0.962
O -2.74322 1.08584 -3.05337  -0.959
O 0.15536 -0.92821 -2.42236  -0.986
O 0.84598 0.86319 -0.75378  -0.985
C 3.20222 1.46550 -2.45808  -0.223
C 4.49752 1.47786 -2.98091  -0.213
H 5.86518 0.53047 -4.36568  0.213
H 4.13766 -1.02129 -5.30394  0.218
H 1.83916 -0.98519 -4.35713  0.239
H 0.46183 2.06132 -3.78069  0.269
H -2.64309 1.14786 -0.51091  0.230
H -2.60273 2.07399 1.79287  0.203
H -1.79804 4.41265 2.14720  0.196
H -1.07637 5.81193 0.21081  0.212
H -1.15171 4.84133 -2.07339  0.240
H 2.91994 2.17400 -1.69222  0.239
H 5.23003 2.20524 -2.61349  0.217
C 1.41550 -2.38793 -0.34549  -0.736
C -0.02856 -2.34846 -0.05930  0.388
N -0.41790 -2.23177 1.21700  -0.303
C -1.61152 -2.76724 1.76389  0.191
C -2.50439 -3.69207 1.24218  -0.222
C -3.63189 -4.03274 2.02220  -0.195
C -3.84084 -3.47013 3.29349  -0.185
C -2.90145 -2.58463 3.84053  -0.174
C -1.77801 -2.26049 3.07392  -0.080
C -0.62527 -1.46176 3.36700  0.022
C 0.24355 -1.50864 2.24785  0.087
C 1.45981 -0.85014 2.26125  -0.168
C 1.79135 -0.10394 3.40421  -0.192
C 0.92401 -0.01951 4.49705  -0.181
C -0.29690 -0.70845 4.49480  -0.193
H 1.55282 -2.85449 -1.32331  0.270
H 1.76952 -1.35078 -0.42036  0.293
H 2.07545 -2.91499 0.36305  0.248
H -0.69017 -2.96525 -0.66740  0.230
H -2.33061 -4.12886 0.26690  0.227
H -4.37304 -4.74066 1.65141  0.232
H -4.72944 -3.73095 3.87736  0.230
H -2.99664 -2.15191 4.83928  0.226
H 2.12537 -0.91250 1.42035  0.238
H 2.74278 0.41563 3.42543  0.231
H 1.20843 0.57623 5.36667  0.228
H -0.99155 -0.69271 5.33358  0.223

Record 3
2 unconnected molecules or ions with the total composition C27H23O7S, computed with ωB97M-V/def2-TZVPD.

Results
Total energy: -1967.52268 Ha
Total charge: -1
HOMO: -3.038 eV

Last column: natural (NBO) charge in e.
Element x y z (Å)
C 5.29150 -4.04804 1.76904  -0.203
C 3.90512 -4.23852 1.75316  -0.204
C 3.08732 -3.11065 1.77591  -0.041
C 3.63543 -1.82222 1.84326  -0.156
C 5.01060 -1.62222 1.86041  -0.167
C 5.84248 -2.74498 1.80508  -0.204
C 2.56533 -0.79894 1.80698  0.618
O 2.73132 0.41432 1.94250  -0.557
C 1.29518 -1.55455 1.64026  -0.347
C 0.08378 -0.95915 1.49628  0.009
C -1.18396 -1.62026 1.66139  -0.043
C -1.36726 -2.72220 2.54003  -0.154
C -2.59417 -3.36551 2.62404  -0.244
C -3.66181 -2.94181 1.81906  -0.190
C -3.51434 -1.82521 0.97822  -0.228
C -2.29334 -1.16575 0.91472  -0.163
C 1.60341 -3.02940 1.65276  0.534
O 0.84712 -3.98984 1.58668  -0.546
H 5.95796 -4.91255 1.74630  0.212
H 3.45026 -5.22897 1.70948  0.230
H 5.38731 -0.59990 1.89549  0.232
H 6.92492 -2.61226 1.78633  0.212
H 0.04826 0.09641 1.25354  0.273
H -0.54412 -3.05366 3.15737  0.216
H -2.70585 -4.20286 3.32161  0.207
H -4.60744 -3.48268 1.85445  0.204
H -4.34731 -1.46664 0.36801  0.217
H -2.14674 -0.29643 0.27015  0.255
C -4.83196 3.75197 0.90124  -0.619
C -3.62126 2.92807 1.23951  -0.066
O -2.72735 2.93684 0.09956  -0.537
C -1.59367 2.22815 0.34698  0.674
C -0.85570 1.85968 -0.87661  -0.331
O 0.44427 1.62689 -0.83434  -0.573
C 1.36928 2.35816 0.08438  -0.262
S -1.58101 2.53685 -2.43474  2.103
C -0.39132 1.92042 -3.63043  -0.208
C 0.25388 2.75327 -4.55061  -0.224
C 1.24604 2.21607 -5.37818  -0.220
C 1.56085 0.85355 -5.28837  -0.220
C 0.87033 0.02354 -4.39599  -0.225
C -0.10175 0.56593 -3.55979  -0.198
O -2.86701 1.91608 -2.67560  -0.957
O -1.43519 3.97717 -2.45882  -0.981
O -1.26163 1.90330 1.49649  -0.758
H -5.52473 3.64133 1.73722  0.193
H -4.58400 4.81509 0.82123  0.205
H -5.34196 3.41202 -0.00574  0.215
H -3.09466 3.33666 2.10995  0.188
H -3.88733 1.88106 1.43736  0.172
H 2.24306 1.71305 0.14348  0.192
H 1.60400 3.33062 -0.36516  0.166
H 0.89948 2.44539 1.06511  0.211
H -0.00900 3.80699 -4.61988  0.236
H 1.76778 2.85582 -6.09769  0.203
H 2.33949 0.42553 -5.92338  0.201
H 1.07036 -1.05000 -4.34690  0.208
H -0.66025 -0.06504 -2.87280  0.242

Record 4
A molecular structure, C27H24BaCl3N4O2S, computed with ωB97M-V/def2-TZVPD.

Results
Total energy: -3216.85700 Ha
Total charge: +1
HOMO: -9.821 eV
Energy above the lowest of the compared OMol25 structures with the same formula, charge and spin: 16.3 kcal/mol

Last column: natural (NBO) charge in e.
Element x y z (Å)
Ba -0.14557 -0.93051 -0.25730  1.853
C -1.71325 -0.94075 2.13964  -0.522
C -1.48848 0.21192 2.89303  -0.274
C -2.16479 1.28550 2.28515  -0.327
C -2.85674 0.80179 1.17167  -0.279
C -2.58779 -0.57219 1.03607  -0.584
H -1.60215 -1.96577 2.48133  0.217
H -0.93340 0.26293 3.81892  0.218
H -2.21663 2.29302 2.67157  0.221
H -3.53492 1.36810 0.54919  0.218
H -3.24450 -1.29399 0.55740  0.224
Cl 7.08899 -0.52065 -7.04037  0.047
C 5.47757 -1.08499 -6.82085  -0.018
C 4.73206 -0.64197 -5.74196  -0.225
C 3.44075 -1.10769 -5.57519  -0.187
C 2.86061 -2.01423 -6.45906  -0.162
C 1.44013 -2.50739 -6.29801  0.077
C 0.38773 -1.38840 -6.17302  -0.227
N 0.37375 -0.60754 -4.94317  -0.326
C 0.75959 0.69760 -4.77005  -0.060
C 0.56406 0.98542 -3.45124  -0.095
N 0.05422 -0.12112 -2.81216  -0.635
C -0.04786 -1.05203 -3.74493  0.177
O 1.19785 -3.51639 -5.31307  -0.544
C 2.11220 -3.79469 -4.26461  -0.078
C 3.38351 -4.46211 -4.70485  -0.150
C 4.61684 -4.18079 -4.19728  -0.250
Cl 4.99194 -3.00282 -3.00687  0.031
S 5.86035 -5.17531 -4.84950  0.494
C 4.71257 -6.00127 -5.82116  -0.398
C 3.45305 -5.53136 -5.64335  -0.239
C 3.64506 -2.44743 -7.53420  0.102
Cl 3.04932 -3.59842 -8.68093  0.024
C 4.93969 -1.99127 -7.71884  -0.278
H 5.15959 0.05140 -5.03129  0.235
H 2.88463 -0.75892 -4.71762  0.214
H 1.16270 -2.99248 -7.23234  0.225
H -0.58685 -1.86913 -6.25734  0.229
H 0.51198 -0.70809 -7.01328  0.234
H 1.12171 1.30159 -5.58385  0.245
H 0.73339 1.91252 -2.93054  0.227
H -0.43242 -2.05080 -3.60161  0.213
H 1.55434 -4.49737 -3.63852  0.205
H 2.34876 -2.91111 -3.66188  0.176
H 5.04326 -6.79711 -6.46901  0.252
H 2.58436 -5.92056 -6.15556  0.240
H 5.52524 -2.33995 -8.55757  0.251
N 4.99066 -3.57047 1.05228  -0.808
C 5.65211 -2.40264 0.85378  0.651
O 6.86171 -2.33757 0.86179  -0.575
C 4.82990 -1.16222 0.60689  -0.171
C 5.52122 0.03189 0.43021  -0.099
C 4.81386 1.19628 0.19236  -0.237
C 3.43284 1.12924 0.11492  0.053
N 2.75312 -0.00847 0.26264  -0.535
C 3.44722 -1.12284 0.50977  0.053
H 5.55209 -4.39102 1.20900  0.421
H 3.99662 -3.66180 1.09671  0.386
H 6.60151 0.01340 0.48790  0.265
H 5.32296 2.14212 0.07505  0.243
H 2.84241 2.01820 -0.07113  0.207
H 2.84973 -2.02161 0.64434  0.158